*one*
{
  "formula": "C3H10NO",
  "method": "ωB97M-V with the def2-TZVPD basis set",
  "homo_ev": -11.92,
  "gap_ev": 7.84,
  "charge": 1,
  "spin_multiplicity": 1,
  "elements": ["C", "N", "H", "H", "H", "H", "H", "H", "O", "C", "C", "H", "H", "H", "H"],
  "xyz": [[-3.68739, -0.30890, 0.11071], [-3.63466, 0.53251, -1.17926], [-3.74499, -1.34387, -0.21023], [-4.58118, -0.06419, 0.67296], [-2.80178, -0.10085, 0.69190], [-3.10519, -0.00325, -1.86690], [-4.58423, 0.74376, -1.46452], [-3.07848, 1.36625, -0.98008], [2.47220, -0.37918, 0.01400], [3.41980, 0.18830, 0.48710], [4.76704, -0.42194, 0.72944], [3.28927, 1.27932, 0.61802], [5.48004, 0.40097, 0.64781], [4.85847, -0.72632, 1.76982], [4.93110, -1.16261, -0.04076]],
  "nbo_charge": [-0.4123, -0.6728, 0.2407, 0.2438, 0.2461, 0.4511, 0.4529, 0.4504, -0.5456, 0.4472, -0.7258, 0.1011, 0.2285, 0.2498, 0.2450]
}



*two*
{
  "formula": "C3H10NO",
  "method": "ωB97M-V with the def2-TZVPD basis set",
  "homo_ev": -13.65,
  "gap_ev": 5.11,
  "charge": 1,
  "spin_multiplicity": 1,
  "elements": ["C", "C", "C", "O", "N", "H", "H", "H", "H", "H", "H", "H", "H", "H", "H"],
  "xyz": [[-3.07618, 0.14825, -0.20105], [0.81419, -0.44583, -0.83457], [1.96241, 0.34471, -0.44710], [2.49456, -0.08423, 0.84283], [-1.84606, 0.03415, 0.57749], [-2.80776, -0.19835, -1.20521], [-3.91527, -0.45818, 0.13068], [0.65887, -1.32609, -0.21430], [0.56488, -0.60407, -1.88645], [2.82282, 0.25236, -1.13434], [1.79477, 1.42685, -0.31134], [2.02040, -0.88170, 1.05348], [-3.37619, 1.19114, -0.34819], [-1.07942, 0.43102, 0.07275], [-1.86315, 0.36084, 1.53562]],
  "nbo_charge": [-0.4184, 0.1504, -0.2897, -0.6338, -0.7701, 0.1956, 0.2271, 0.2292, 0.2472, 0.3448, 0.3298, 0.4682, 0.2008, 0.3247, 0.3942]
}



The energy of each structure relative to the most stable one, in kcal/mol, is as follows: *one* 0.0; *two* 94.7.



*one*
{
  "formula": "C4H10N4O",
  "method": "ωB97M-V with the def2-TZVPD basis set",
  "homo_ev": -8.35,
  "gap_ev": 9.21,
  "smiles": "C/C=N\\N/C(=N/N)OC",
  "spin_multiplicity": 1,
  "elements": ["C", "C", "C", "C", "H", "H", "H", "H", "H", "H", "H", "H", "H", "H", "N", "N", "N", "N", "O"],
  "xyz": [[-1.50781, 0.71653, 2.00374], [-0.20863, 0.73544, 0.03665], [2.06098, -0.51997, -1.46781], [1.52005, -1.85778, -0.88095], [-0.51682, 0.29703, 2.45658], [-2.15563, 1.43959, 2.64769], [-1.98037, -0.20887, 1.66856], [1.38675, 1.95804, 0.41032], [2.79983, -0.69050, -2.34944], [0.40296, -2.15414, -0.90764], [1.99332, -2.83417, -1.06847], [1.67512, -1.67803, 0.23285], [-2.23649, 1.11820, -0.03914], [-2.55603, 0.25995, -1.48969], [1.12791, 1.03383, -0.06434], [2.10745, 0.64898, -0.94147], [-0.74381, 0.07482, -0.83166], [-2.25518, 0.16391, -0.37914], [-0.91363, 1.49715, 0.96335]],
  "nbo_charge": [-0.2878, 0.5958, 0.0859, -0.7203, 0.1820, 0.2169, 0.2292, 0.4003, 0.1881, 0.2561, 0.2339, 0.2191, 0.3464, 0.3596, -0.4665, -0.2383, -0.3596, -0.6904, -0.5505]
}



*two*
{
  "formula": "C4H10N4O",
  "method": "ωB97M-V with the def2-TZVPD basis set",
  "homo_ev": -7.24,
  "gap_ev": 8.03,
  "spin_multiplicity": 1,
  "elements": ["C", "C", "C", "C", "N", "N", "N", "O", "N", "H", "H", "H", "H", "H", "H", "H", "H", "H", "H"],
  "xyz": [[2.52378, 0.85606, -0.35259], [-0.85567, -1.05646, -0.77784], [0.51606, -0.30801, 0.04070], [-1.50354, -0.09870, 0.02588], [0.88130, -0.80925, 1.27077], [-1.87840, -0.43349, 1.33405], [-2.07678, 1.05283, -0.52153], [-0.91413, -0.74373, -2.10763], [1.19638, 0.42857, -0.73536], [-0.12568, -1.11619, -2.52061], [0.29782, -1.55546, 1.61956], [1.87079, -0.94148, 1.42213], [-2.36743, 0.29032, 1.83953], [-1.95219, -1.41962, 1.53134], [-2.62383, 1.62959, 0.10414], [-1.64737, 1.30212, -1.40407], [2.51987, 1.38317, 0.60990], [2.91510, 1.52673, -1.11821], [3.22394, 0.01301, -0.26013]],
  "nbo_charge": [-0.4395, -0.0416, 0.4271, 0.3800, -0.8551, -0.8266, -0.8245, -0.7127, -0.5578, 0.4916, 0.3910, 0.3877, 0.3879, 0.4127, 0.3901, 0.4318, 0.1823, 0.2032, 0.1725]
}



*three*
{
  "formula": "C4H10N4O",
  "method": "ωB97M-V with the def2-TZVPD basis set",
  "homo_ev": -7.73,
  "gap_ev": 8.63,
  "smiles": "C[C@@H]1CN/C(=N/N)NO1",
  "spin_multiplicity": 1,
  "elements": ["C", "C", "C", "C", "H", "H", "H", "H", "H", "H", "H", "H", "H", "H", "N", "N", "N", "N", "O"],
  "xyz": [[1.74498, -0.65857, 1.08482], [1.57332, -0.28861, -0.42034], [1.22016, 1.19594, -0.56926], [-1.00844, 0.28938, -0.08572], [2.36995, 0.03278, 1.62260], [2.08938, -1.70156, 1.17894], [0.71231, -0.76739, 1.53483], [2.53326, -0.27962, -1.02812], [1.24991, 1.39859, -1.63338], [1.92893, 1.86039, -0.03048], [-0.54378, 2.21851, 0.25979], [-1.27958, -1.36763, -1.05303], [-4.00262, -0.04434, 0.51591], [-3.02491, -1.30644, 0.26170], [-0.08828, 1.38163, -0.12833], [-0.59371, -1.07887, -0.36872], [-2.25698, 0.62120, 0.05170], [-3.24872, -0.41293, -0.09830], [0.62481, -1.09243, -1.09461]],
  "nbo_charge": [-0.6607, 0.0808, -0.2293, 0.4866, 0.2181, 0.2228, 0.2320, 0.2052, 0.1776, 0.2022, 0.4207, 0.3796, 0.3640, 0.3358, -0.6361, -0.3615, -0.3752, -0.6827, -0.3800]
}



*four*
{
  "formula": "C4H10N4O",
  "method": "ωB97M-V with the def2-TZVPD basis set",
  "homo_ev": [-7.50, -7.50],
  "gap_ev": [7.77, 7.77],
  "spin_multiplicity": 1,
  "elements": ["C", "N", "N", "C", "N", "C", "C", "O", "N", "H", "H", "H", "H", "H", "H", "H", "H", "H", "H"],
  "xyz": [[2.02569, 0.29044, -0.69207], [-0.99615, 1.19501, -0.15384], [0.83966, -0.40419, -0.20465], [0.00568, 0.45040, 0.62185], [-0.99685, 1.03782, -1.47726], [-2.13735, -1.12756, 0.09127], [0.37965, 0.79692, 1.89161], [1.31311, -1.51918, 0.57214], [-1.72248, -0.12996, 0.75688], [0.62082, -2.18598, 0.47987], [-0.58674, 0.19782, -1.88355], [-1.87791, 1.29065, -1.91402], [1.69831, 1.15348, -1.26996], [2.66562, 0.63025, 0.12652], [2.59086, -0.39068, -1.32662], [-1.82157, -1.37284, -0.93070], [-2.99486, -1.65913, 0.48622], [-0.26781, 1.39495, 2.50877], [1.26233, 0.35180, 2.31753]],
  "nbo_charge": [-0.4192, -0.0800, -0.2241, 0.2806, -0.6142, -0.1825, -0.5092, -0.5781, -0.2948, 0.4711, 0.3705, 0.3786, 0.2140, 0.1940, 0.2076, 0.1472, 0.2045, 0.2175, 0.2165]
}



The energy of each structure relative to the most stable one, in kcal/mol, is as follows: *one* 60.7; *two* 0.0; *three* 12.0; *four* 100.5.